Record 1
{
  "formula": "C13H18N",
  "method": "wB97M-V/def2-TZVPD",
  "charge": 1,
  "lumo_ev": -2.54,
  "gap_ev": 9.022,
  "species": ["C", "C", "C", "C", "C", "C", "C", "C", "N", "C", "C", "C", "C", "C", "H", "H", "H", "H", "H", "H", "H", "H", "H", "H", "H", "H", "H", "H", "H", "H", "H", "H"],
  "xyz": [[2.0286, -3.9564, -3.6045], [1.2240, -2.8578, -3.5270], [1.1690, -2.0050, -2.3469], [0.8106, -0.6617, -2.5836], [0.6815, 0.2711, -1.5790], [0.9394, -0.1712, -0.2660], [0.4590, 0.8123, 1.2382], [1.3682, 1.0298, 2.1557], [-1.0026, 1.4046, 1.2772], [-1.8942, 0.1893, 1.2492], [-1.3260, 2.2103, 0.0498], [-1.1947, 2.2841, 2.4944], [1.2695, -1.4723, 0.0341], [1.3920, -2.3722, -1.0229], [2.1685, -4.6083, -4.5407], [2.6575, -4.3900, -2.9344], [0.6774, -2.4953, -4.3477], [0.8210, -0.4062, -3.6567], [0.4557, 1.2748, -1.8261], [1.2032, 1.5083, 3.1516], [2.3663, 0.5390, 1.8168], [-2.2449, -0.0153, 0.2145], [-1.4462, -0.7254, 1.6625], [-2.6636, 0.2953, 1.9541], [-0.7741, 3.1327, 0.1245], [-1.0654, 1.7015, -0.8581], [-2.3224, 2.3090, -0.1015], [-0.4795, 1.9105, 3.1962], [-1.2421, 3.3075, 2.1924], [-2.1317, 2.0250, 2.7927], [1.3463, -1.7308, 1.1009], [1.4729, -3.3947, -0.6652]],
  "nbo_charge": [-0.310, -0.231, -0.031, -0.197, -0.204, -0.011, 0.164, -0.445, -0.254, -0.418, -0.401, -0.378, -0.233, -0.187, 0.211, 0.195, 0.216, 0.228, 0.210, 0.234, 0.278, 0.244, 0.249, 0.227, 0.229, 0.240, 0.228, 0.227, 0.239, 0.216, 0.234, 0.232]
}

Record 2
{
  "formula": "C13H18N4O2PtS",
  "method": "wB97M-V/def2-TZVPD",
  "lumo_ev": 0.25,
  "gap_ev": 7.568,
  "species": ["Pt", "N", "C", "S", "N", "N", "C", "C", "C", "C", "C", "C", "C", "O", "H", "H", "H", "H", "H", "H", "H", "C", "C", "C", "N", "H", "H", "H", "H", "H", "C", "C", "O", "H", "H", "H", "H", "H", "H"],
  "xyz": [[0.8099, 0.4187, -0.9028], [2.6650, 4.3018, -1.0651], [1.8870, 3.1798, -1.0515], [2.6975, 1.6642, -0.7515], [0.6132, 3.3295, -1.2132], [-0.1039, 2.1407, -1.1286], [-1.3579, 2.2792, -0.8679], [-2.3399, 1.2383, -0.7259], [-3.6545, 1.6590, -0.4528], [-4.6889, 0.7683, -0.3040], [-4.4167, -0.5989, -0.4288], [-3.1465, -1.0494, -0.6936], [-2.0646, -0.1544, -0.8502], [-0.8963, -0.6515, -1.1416], [3.6527, 4.1876, -1.1986], [2.2414, 5.1408, -1.4222], [-1.6932, 3.3058, -0.7525], [-3.8421, 2.7230, -0.3619], [-5.6916, 1.1156, -0.0973], [-5.2193, -1.3180, -0.3154], [-2.9349, -2.1058, -0.7939], [4.3663, -3.3373, -1.7359], [2.9979, -3.5794, -1.0953], [2.2881, -2.3289, -0.8545], [1.7503, -1.3445, -0.6381], [4.8855, -4.2866, -1.8525], [4.9758, -2.6825, -1.1157], [4.2583, -2.8777, -2.7165], [3.0899, -4.0965, -0.1388], [2.3619, -4.1936, -1.7347], [-0.5208, -0.6690, 3.9870], [-0.6824, -0.2086, 2.5511], [0.2851, 0.7583, 2.1703], [-1.3503, -1.3144, 4.2809], [-0.4938, 0.1884, 4.6602], [0.4044, -1.2366, 4.1169], [-1.6496, 0.2758, 2.4104], [-0.6500, -1.0640, 1.8641], [1.1667, 0.4227, 2.3602]],
  "nbo_charge": [0.752, -0.803, 0.268, -0.210, -0.415, -0.288, 0.165, -0.256, -0.129, -0.292, -0.181, -0.252, 0.388, -0.735, 0.394, 0.398, 0.204, 0.205, 0.213, 0.208, 0.210, -0.590, -0.509, 0.440, -0.370, 0.223, 0.223, 0.225, 0.255, 0.259, -0.635, -0.065, -0.721, 0.213, 0.212, 0.193, 0.182, 0.159, 0.464]
}

no.,E (eV),highest occupied orbital energy (eV)
1,-15252.1670,-11.56
2,-37910.9158,-7.32